C17H45BN2O11 | ωB97M-V/def2-TZVPD

Geometry (Å):
O1 0.194774 3.890014 -2.220460
O2 -1.498466 -0.539187 0.208560
O3 0.344319 -2.089664 -5.506711
O4 -1.071181 -3.388598 -3.260994
O5 4.429157 2.023878 3.518490
O6 0.727999 1.070188 -2.926411
O7 -6.221618 -1.681048 0.231041
O8 -5.189350 -0.000594 1.764789
O9 3.010555 1.608051 0.959434
O10 -1.000047 -1.388169 3.575953
O11 -1.233191 0.640894 5.711992
N1 -4.054819 -0.301337 -0.398588
N2 -3.252025 -2.474120 0.773599
C1 3.615977 3.010720 2.872447
C2 1.822851 1.542549 -3.703943
C3 0.353251 -1.610287 -4.156672
C4 -0.526663 3.992347 -3.443438
C5 -0.304833 -2.199924 4.516226
C6 -5.203682 -0.652928 0.569947
C7 0.071502 1.079549 5.348707
C8 2.491875 2.363922 2.057753
C9 0.208848 -2.758757 -3.153754
C10 -0.220608 2.767870 -1.436288
C11 -1.018446 -4.597170 -4.011455
C12 -0.926684 -1.932465 -6.128180
C13 -2.241411 -0.895771 4.094652
C14 5.638535 1.772020 2.811133
C15 0.744668 1.588903 -1.591066
C16 3.054775 0.212283 1.236013
C17 -2.109563 0.549189 4.584944
B1 -2.868223 -1.104557 0.188136
H1 -0.215174 3.089846 -0.390902
H2 -2.963961 -0.924083 3.272741
H3 6.061471 0.835048 3.179664
H4 3.448436 -0.002078 2.234438
H5 -1.519014 4.413822 -3.247661
H6 3.706949 -0.262618 0.498941
H7 1.320853 -1.123597 -3.997616
H8 -0.604795 -5.396885 -3.386893
H9 -3.092213 0.897605 4.915908
H10 -0.421506 -4.495493 -4.923100
H11 -4.316385 -0.748667 -1.327900
H12 -0.429310 -0.855305 -4.007911
H13 0.750297 0.857744 6.175858
H14 0.444948 0.576789 4.451187
H15 3.170355 3.623545 3.662564
H16 -2.038061 -4.868954 -4.295455
H17 1.853410 1.737649 2.693575
H18 -2.615817 -1.550695 4.891787
H19 -1.246745 2.474130 -1.691010
H20 1.600783 1.355046 -4.756623
H21 0.279528 -2.350452 -2.141419
H22 -2.861062 -2.603602 1.734690
H23 2.728043 0.991530 -3.431408
H24 5.476424 1.680207 1.734360
H25 0.419726 0.778804 -0.930332
H26 4.230122 3.669088 2.244827
H27 -3.000138 -3.253346 0.126244
H28 1.763675 1.871605 -1.297407
H29 0.060356 2.163254 5.186882
H30 1.993372 2.613630 -3.570319
H31 1.867091 3.155231 1.633480
H32 -0.950997 -2.561180 -7.020778
H33 -1.747833 -2.229840 -5.471345
H34 -5.728236 -2.444313 -0.213151
H35 -0.822470 -1.249413 -0.032747
H36 0.730483 -2.298763 4.183122
H37 6.349899 2.580249 3.006058
H38 -0.761191 -3.193925 4.547332
H39 0.015920 4.671559 -4.105565
H40 1.014928 -3.493244 -3.275763
H41 -0.629487 3.026760 -3.948255
H42 -1.774079 1.211336 3.776777
H43 2.049087 -0.211449 1.137160
H44 -1.058794 -0.888726 -6.428888
H45 -0.307161 -1.765649 5.518997

Force components x, y, z for each atom (eV/Å):
O -0.2 -0.4 -0.2
O -2.3 -2.4 -1.2
O -0.4 -0.1 0.3
O 0.3 -0.1 -0.2
O -0.1 0.2 -0.5
O 0.2 0.5 0.2
O 3.6 1.9 0.1
O -0.6 -4.6 -7.9
O 0.0 -0.2 0.5
O -0.1 0.0 0.4
O 0.2 -0.1 -0.5
N -2.0 -2.7 1.3
N 1.3 1.0 -0.4
C -0.2 -0.5 0.3
C -0.1 -0.2 0.0
C 0.3 -0.4 -0.2
C 0.1 0.2 0.1
C 0.0 0.0 -0.2
C 0.6 2.4 5.1
C -0.1 0.0 0.2
C 0.4 0.2 -0.3
C -0.4 0.4 -0.2
C 0.5 0.0 0.0
C -0.1 0.0 0.1
C 0.3 0.0 -0.1
C 0.3 0.4 -0.3
C 0.0 0.0 0.2
C -0.3 0.0 -0.2
C 0.0 0.1 -0.2
C -0.1 -0.4 0.4
B 1.4 0.1 0.4
H 0.0 -0.1 0.0
H -0.1 0.1 0.1
H -0.1 0.1 0.1
H -0.1 0.1 -0.1
H 0.0 -0.1 -0.1
H -0.1 0.1 0.0
H -0.2 -0.1 0.0
H 0.0 0.0 -0.1
H 0.0 0.0 -0.1
H 0.0 0.1 0.1
H 0.5 0.8 1.2
H 0.1 -0.2 0.0
H -0.2 0.0 0.0
H -0.1 0.0 0.0
H 0.0 0.0 0.0
H 0.1 0.1 0.1
H 0.2 0.0 0.0
H 0.1 0.1 0.0
H 0.1 0.0 0.0
H 0.0 -0.1 0.1
H 0.1 0.1 0.0
H -0.1 -0.2 -1.4
H 0.1 0.1 0.0
H -0.1 0.0 0.0
H 0.0 0.1 0.0
H -0.1 -0.1 0.0
H -0.2 0.7 1.0
H -0.2 0.1 -0.1
H 0.1 0.0 -0.1
H 0.0 -0.1 0.1
H 0.0 0.0 0.0
H 0.1 0.1 0.1
H 0.1 0.0 0.0
H -0.7 1.6 0.9
H -1.4 1.2 1.0
H -0.1 0.0 -0.1
H 0.1 0.0 -0.1
H 0.0 -0.1 0.1
H 0.0 0.0 0.2
H -0.1 0.1 -0.1
H 0.0 0.0 0.1
H 0.0 -0.2 0.0
H 0.0 -0.1 0.1
H -0.1 0.0 0.0
H -0.1 0.0 -0.1

Summary:
LUMO, eV: 0.011
E_HOMO, eV: -9.1707
Electronic energy, eV: -44533.3433
Total charge: 0
Orbital gap, Ha: 0.3374

C17H45BOSi2 | ωB97M-V/def2-TZVPD

Geometry (Å):
Si1 2.015505 -1.971647 6.165011
Si2 0.460143 -2.026394 4.407730
O1 1.476109 -1.588740 1.651340
C1 -5.112497 0.577175 -3.357335
C2 -4.330164 0.574220 -6.373529
C3 3.355756 -3.225949 5.773064
C4 1.775190 0.241505 -1.692775
C5 -3.628098 -0.934997 -1.928818
C6 3.113311 2.431784 -3.444931
C7 0.017567 1.420236 3.395223
C8 1.180890 0.625444 2.766624
C9 1.187020 -2.345970 7.812921
C10 -3.742882 0.367237 -2.713643
C11 4.589463 2.092162 -3.269923
C12 0.310279 0.383587 -2.091840
C13 2.389904 2.706303 -2.127177
C14 2.380255 1.533033 -1.144394
C15 2.818952 -0.279272 6.257147
C16 -5.510820 -0.493170 -4.375956
C17 -4.523619 -0.679480 -5.527507
B1 1.079209 -0.940006 2.791974
H1 -4.381810 -0.981973 -1.139413
H2 -0.564579 1.926578 2.625499
H3 -5.134330 1.561467 -3.832741
H4 -3.913991 1.395510 -5.787895
H5 4.726470 1.179295 -2.688109
H6 -3.649466 0.388476 -7.205209
H7 -6.490841 -0.232186 -4.788202
H8 -3.761511 -1.808124 -2.569660
H9 0.366544 2.189590 4.084002
H10 3.399229 1.332124 -0.802325
H11 -2.961787 0.400871 -3.478767
H12 -4.882542 -1.492121 -6.164405
H13 -0.667767 0.778824 3.951487
H14 2.613553 1.619379 -3.980172
H15 -0.091709 -0.566390 -2.448334
H16 4.117845 -3.253589 6.555669
H17 0.225653 -3.441778 3.991637
H18 1.372350 -3.371627 8.136449
H19 -3.556121 -1.008630 -5.137670
H20 -2.647391 -1.020868 -1.458562
H21 5.077503 1.942051 -4.233738
H22 2.108234 0.486356 6.576416
H23 0.105800 -2.216451 7.739385
H24 0.173858 1.115479 -2.890080
H25 1.860712 -0.537240 -0.931267
H26 1.505294 -2.550170 1.744883
H27 5.114795 2.897743 -2.751672
H28 -5.645676 -1.450904 -3.866203
H29 -3.541315 1.207045 -2.043292
H30 2.113929 0.870562 3.292179
H31 1.546861 -1.673033 8.593524
H32 3.637176 -0.302377 6.982116
H33 1.348053 0.932268 1.731135
H34 -5.873221 0.607328 -2.570670
H35 -0.295134 0.701567 -1.239076
H36 1.820306 1.836278 -0.254842
H37 3.852008 -2.942462 4.840824
H38 3.019899 3.314164 -4.083403
H39 -5.281687 0.912881 -6.789909
H40 2.357233 -0.103206 -2.552478
H41 -0.830454 -1.481251 4.912062
H42 2.952194 -4.231250 5.644903
H43 2.860306 3.565265 -1.637634
H44 3.231729 0.026702 5.293919
H45 1.362323 3.010769 -2.343569

Force components x, y, z for each atom (eV/Å):
Si 0.1 -0.1 0.0
Si 0.0 0.2 0.0
O 0.2 -0.2 0.2
C 0.0 0.0 0.0
C 0.0 0.0 0.0
C 0.0 0.1 -0.1
C 0.0 0.0 0.0
C 0.0 0.0 0.0
C 0.0 0.0 0.0
C 0.0 0.0 0.0
C 0.0 0.1 0.0
C -0.1 0.0 0.0
C 0.0 0.0 0.0
C 0.0 0.0 0.0
C 0.0 0.0 0.0
C 0.0 0.0 0.0
C 0.0 0.0 0.0
C 0.0 0.1 0.0
C 0.0 0.0 0.0
C 0.0 0.0 0.0
B -0.1 -0.2 -0.1
H 0.0 0.0 0.0
H 0.0 0.0 0.0
H 0.0 0.0 0.0
H 0.0 0.0 0.0
H 0.0 0.0 0.0
H 0.0 0.0 0.0
H 0.0 0.0 0.0
H 0.0 0.0 0.0
H 0.0 0.0 0.0
H 0.0 0.0 0.0
H 0.0 0.0 0.0
H 0.0 0.0 0.0
H 0.0 0.0 0.0
H 0.0 0.0 0.0
H 0.0 0.0 0.0
H 0.0 0.0 0.0
H 0.0 0.0 0.0
H 0.0 0.0 0.0
H 0.0 0.0 0.0
H 0.0 0.0 0.0
H 0.0 0.0 0.0
H 0.0 0.0 0.0
H 0.0 0.0 0.0
H 0.0 0.0 0.0
H 0.0 0.0 0.0
H -0.1 0.2 -0.1
H 0.0 0.0 0.0
H 0.0 0.0 0.0
H 0.0 0.0 0.0
H 0.0 -0.1 0.0
H 0.0 0.0 0.0
H 0.0 0.0 0.0
H 0.0 0.1 0.0
H 0.0 0.0 0.0
H 0.0 0.0 0.0
H 0.0 0.0 0.0
H 0.0 -0.1 0.0
H 0.0 0.0 0.0
H 0.0 0.0 0.0
H 0.0 0.0 0.0
H 0.0 -0.1 0.0
H 0.0 0.0 0.0
H 0.0 0.0 0.0
H 0.0 0.0 0.0
H 0.0 0.0 0.0

Summary:
LUMO, eV: 0.558
E_HOMO, eV: -9.0831
Electronic energy, eV: -36840.1132
Total charge: 0
Orbital gap, Ha: 0.3543
Energy above the lowest of the compared OMol25 structures with the same formula, charge and spin, eV: 0.000

> Which value of E_HOMO does entry 2 give?

-9.0831 eV